Entry 1:
{"formula": "C18H16NOPt", "method": "ωB97M-V/def2-TZVPD", "elements": ["Pt", "C", "C", "C", "C", "C", "C", "H", "H", "H", "H", "H", "H", "O", "C", "C", "C", "C", "C", "C", "N", "C", "C", "C", "C", "C", "C", "H", "H", "H", "H", "H", "H", "H", "H", "H", "H"], "xyz": [[0.482, -0.510, -0.018], [-1.771, 0.166, 2.777], [-2.381, -0.775, 1.965], [-2.400, -0.606, 0.594], [-1.801, 0.527, 0.009], [-1.075, 1.410, 0.822], [-1.100, 1.248, 2.215], [-1.770, 0.022, 3.851], [-2.835, -1.655, 2.405], [-2.896, -1.321, -0.048], [-1.938, 0.734, -1.038], [-0.605, 2.279, 0.382], [-0.567, 1.952, 2.840], [1.898, -1.271, 0.785], [-3.290, -1.899, -3.780], [-2.479, -2.639, -2.926], [-1.322, -2.092, -2.398], [-0.931, -0.779, -2.700], [-1.763, -0.044, -3.559], [-2.919, -0.597, -4.089], [0.199, -0.245, -2.088], [1.129, 0.438, -2.831], [2.178, 1.133, -2.191], [3.148, 1.802, -2.911], [3.141, 1.822, -4.303], [2.131, 1.126, -4.951], [1.152, 0.447, -4.244], [-4.195, -2.327, -4.193], [-2.749, -3.657, -2.671], [-0.695, -2.658, -1.719], [-1.496, 0.979, -3.795], [-3.543, 0.004, -4.741], [2.219, 1.120, -1.109], [3.933, 2.316, -2.366], [3.904, 2.351, -4.860], [2.102, 1.097, -6.035], [0.406, -0.107, -4.798]], "e_lumo_ha": [0.118, 0.118], "relative_energy_kcal_mol": 0.00, "charge": -1, "homo_lumo_gap_ev": [6.52, 6.50], "e_tot_ev": -25708.395}

Entry 2:
{"formula": "C10H18NO3", "method": "ωB97M-V/def2-TZVPD", "elements": ["C", "O", "C", "O", "C", "C", "C", "C", "N", "C", "C", "C", "C", "O", "H", "H", "H", "H", "H", "H", "H", "H", "H", "H", "H", "H", "H", "H", "H", "H", "H", "H"], "xyz": [[2.177, 2.367, -0.057], [1.141, 1.412, -0.341], [1.256, 0.167, 0.243], [1.104, 0.194, 1.606], [1.177, -0.964, -0.447], [1.087, -0.989, -1.930], [1.186, -2.296, 0.206], [-0.285, -2.731, 0.103], [-0.970, -1.794, 0.987], [-1.418, -0.635, 0.593], [-1.877, 0.422, 1.480], [-2.157, 1.599, 0.519], [-2.018, 0.929, -0.956], [-1.543, -0.413, -0.695], [2.230, 2.934, 0.833], [2.075, 3.135, -0.903], [3.061, 1.954, -0.393], [1.057, 1.113, 1.842], [0.628, -1.928, -2.175], [2.025, -1.196, -2.605], [0.737, -0.092, -2.439], [1.551, -2.338, 1.149], [1.895, -2.993, -0.318], [-0.675, -2.736, -0.911], [-0.459, -3.811, 0.472], [-1.046, -2.014, 1.935], [-1.283, 0.868, 2.239], [-2.885, 0.169, 1.927], [-3.125, 2.150, 0.543], [-1.359, 2.273, 0.514], [-2.875, 0.853, -1.425], [-1.264, 1.533, -1.522]], "e_lumo_ha": -0.111, "relative_energy_kcal_mol": 63.52, "smiles": "CO/C(O)=C(\\C)CC/[NH+]=C1/CCCO1", "charge": 1, "homo_lumo_gap_ev": 8.77, "e_tot_ev": -18285.674}

Entry 3:
{"formula": "C4H5NO2S", "method": "ωB97M-V/def2-TZVPD", "elements": ["C", "C", "C", "C", "N", "O", "O", "S", "H", "H", "H", "H", "H"], "xyz": [[2.411, 0.192, -0.130], [-0.021, 0.268, 0.145], [1.850, -0.919, 0.675], [-1.259, 0.924, -0.039], [0.401, -0.783, 0.697], [1.234, 0.865, -0.530], [4.844, -0.293, 0.360], [3.988, 0.545, -0.530], [1.953, -1.885, 0.169], [2.315, -1.054, 1.561], [-1.832, 0.694, -1.087], [-1.176, 1.972, -0.170], [-1.997, 0.709, 0.741]], "e_lumo_ha": [0.006, 0.006], "relative_energy_kcal_mol": 87.30, "charge": 0, "homo_lumo_gap_ev": [8.62, 8.62], "e_tot_ev": -20646.394}

Entry 4:
{"formula": "C6H12O", "method": "ωB97M-V/def2-TZVPD", "elements": ["C", "C", "C", "C", "C", "C", "O", "H", "H", "H", "H", "H", "H", "H", "H", "H", "H", "H", "H"], "xyz": [[0.674, -0.209, 2.301], [1.379, -0.215, 0.945], [0.745, 0.744, -0.041], [0.909, 0.503, -1.533], [-0.416, 0.346, -0.877], [-1.294, -0.765, -0.806], [-2.768, 0.241, -1.147], [0.671, 0.797, 2.735], [1.164, -0.880, 3.015], [-0.372, -0.526, 2.205], [1.358, -1.230, 0.520], [2.438, 0.042, 1.082], [0.787, 1.788, 0.280], [1.086, 1.361, -2.181], [1.475, -0.385, -1.819], [-1.806, 0.898, -1.131], [-1.367, -1.480, -1.626], [-1.629, -1.154, 0.154], [-3.035, 0.124, -2.077]], "e_lumo_ha": 0.035, "relative_energy_kcal_mol": 104.19, "charge": 0, "homo_lumo_gap_ev": 8.95, "e_tot_ev": -8459.836}

Entry 5:
{"formula": "C2H4N2O2S", "method": "ωB97M-V/def2-TZVPD", "elements": ["C", "C", "N", "N", "O", "O", "S", "H", "H", "H", "H"], "xyz": [[-0.407, 0.305, 1.335], [-0.880, -1.521, -0.135], [-1.131, -0.523, 0.571], [0.270, 1.263, 0.851], [2.331, 1.337, -1.728], [0.446, -0.162, -2.083], [0.907, 1.182, -1.827], [-0.604, 0.153, 2.406], [0.092, -2.003, -0.197], [-1.689, -1.946, -0.714], [0.664, 1.916, 1.519]], "e_lumo_ha": -0.006, "relative_energy_kcal_mol": 42.32, "charge": 0, "homo_lumo_gap_ev": 9.64, "e_tot_ev": -20047.647}

Entry 6:
{"formula": "C4H12N2O", "method": "ωB97M-V/def2-TZVPD", "elements": ["C", "N", "C", "C", "N", "C", "O", "H", "H", "H", "H", "H", "H", "H", "H", "H", "H", "H", "H"], "xyz": [[0.890, -2.180, 0.913], [1.102, -0.758, 1.085], [-0.010, 0.447, 0.410], [-1.427, -0.070, 0.472], [0.645, 0.334, -0.804], [0.033, 1.884, -1.386], [-1.254, 1.724, -1.876], [0.207, -2.601, 1.665], [1.829, -2.747, 0.964], [0.458, -2.399, -0.069], [1.524, -0.549, 1.988], [0.184, 1.295, 1.067], [-2.161, 0.736, 0.388], [-1.611, -0.539, 1.441], [-1.613, -0.826, -0.294], [1.634, 0.527, -0.657], [0.753, 2.069, -2.187], [0.067, 2.738, -0.709], [-1.250, 0.916, -2.410]], "e_lumo_ha": 0.038, "relative_energy_kcal_mol": 94.21, "smiles": "CN[C@H](C)NCO", "charge": 0, "homo_lumo_gap_ev": 9.00, "e_tot_ev": -9367.108}

Entry 7:
{"formula": "C6H4F3NO", "method": "ωB97M-V/def2-TZVPD", "elements": ["C", "C", "C", "C", "C", "C", "N", "O", "F", "F", "F", "H", "H", "H", "H"], "xyz": [[-0.073, -0.887, 0.115], [-0.959, -0.075, 0.990], [0.681, -0.016, -0.640], [-0.754, 1.212, 0.490], [-1.352, 2.485, 0.863], [-0.120, -0.428, 2.661], [0.257, 1.192, -0.444], [-1.186, 3.560, 0.352], [-2.427, 2.167, 1.673], [0.990, 0.236, 2.624], [-0.880, 0.206, 3.457], [-0.152, -1.869, 0.230], [-1.797, -0.680, 1.316], [1.546, -0.172, -1.372], [0.650, 2.062, -0.856]], "e_lumo_ha": [-0.035, -0.035], "relative_energy_kcal_mol": 51.17, "charge": 0, "homo_lumo_gap_ev": [7.32, 7.32], "e_tot_ev": -17972.949}

Entry 8:
{"formula": "C4H16NaO4", "method": "ωB97M-V/def2-TZVPD", "elements": ["Na", "C", "O", "H", "H", "H", "H", "C", "O", "H", "H", "H", "H", "C", "O", "H", "H", "H", "H", "C", "O", "H", "H", "H", "H"], "xyz": [[-22.700, 17.571, -19.575], [-20.374, 15.338, -19.633], [-20.437, 16.695, -19.268], [-20.957, 14.660, -19.010], [-20.589, 15.019, -20.652], [-19.373, 14.940, -19.463], [-19.559, 17.084, -19.290], [-21.537, 20.886, -21.736], [-22.024, 19.596, -21.519], [-20.639, 20.846, -22.353], [-22.348, 21.362, -22.287], [-21.390, 21.464, -20.824], [-22.082, 19.178, -22.381], [-20.962, 19.933, -17.667], [-22.468, 19.866, -17.882], [-20.519, 18.958, -17.466], [-20.572, 20.273, -18.626], [-20.744, 20.742, -16.969], [-22.963, 19.797, -17.062], [-22.235, 15.888, -22.655], [-23.093, 16.248, -21.562], [-21.197, 16.157, -22.455], [-22.233, 14.798, -22.630], [-22.638, 16.135, -23.637], [-23.867, 15.688, -21.664]], "e_lumo_ha": -0.116, "relative_energy_kcal_mol": 20.65, "charge": 1, "homo_lumo_gap_ev": 10.43, "e_tot_ev": -17007.664}